[1]
# C3H4N4P2

A single C3H4N4P2 molecule at a distorted geometry (ωB97M-V/def2-TZVPD, OMol25).

Geometry as ORCA input:
```
! RIJCOSX wB97M-V def2-TZVPD def2/J DEFGRID3
* xyz 0 1
C -1.45687 0.58514 2.05645
C -2.30180 0.90576 1.18210
C 0.02700 -0.33547 -0.26978
N -2.13562 0.76064 -0.18966
N 2.35254 0.54538 -1.38828
N -0.93220 0.44229 -0.64083
N 2.22817 -1.60188 -0.41244
P 3.36903 -0.25107 -0.48960
P 1.21754 -0.75659 -1.50377
H -0.31779 0.41982 1.95343
H -3.41159 1.09839 1.40912
H -0.92954 0.76207 -1.60386
H 2.29112 -2.57450 -0.10289
*
```

Calculated values
- LUMO level (spin up / spin down) (eV) = -1.76 / -0.97
- gap between HOMO and LUMO (spin up / spin down) (eV) = 6.5 / 7.4



[2]
# C3H4N5

2 unconnected molecules or ions with the total composition C3H4N5 at a distorted geometry (ωB97M-V/def2-TZVPD, OMol25).

Geometry as ORCA input:
```
! RIJCOSX wB97M-V def2-TZVPD def2/J DEFGRID3
* xyz -1 1
C 1.31026 -0.09341 -1.25656
C -1.51667 -0.62816 -0.02267
C -1.17236 -0.51400 1.37754
N 1.17471 -0.23156 0.03341
N 1.36249 1.17936 -1.65463
N 1.16235 1.14327 0.41964
N 1.21622 1.93217 -0.56579
N -1.91435 -0.70872 -1.08015
H 1.38727 -0.89685 -1.92656
H -1.88552 -0.96653 2.06122
H -0.13013 -0.82283 1.28820
H -0.99427 0.60727 1.32634
*
```

Calculated values
- LUMO level (eV) = 4.01
- gap between HOMO and LUMO (eV) = 8.9



[3]
# C3H4N5

2 unconnected molecules or ions with the total composition C3H4N5 at a distorted geometry (ωB97M-V/def2-TZVPD, OMol25).

Geometry as ORCA input:
```
! RIJCOSX wB97M-V def2-TZVPD def2/J DEFGRID3
* xyz 1 1
C -0.80702 0.43552 0.33355
C 3.05017 1.06079 1.06063
C -0.55585 -0.60521 -0.27352
N 5.02193 -0.12890 0.57355
N 1.94441 1.56425 1.12232
N 4.02816 0.35204 0.73503
N 0.75383 1.67874 1.04774
N 0.06640 -1.37609 -1.09591
H -1.54231 1.13142 0.70693
H 0.16202 2.04048 1.79227
H -0.27711 -1.44474 -2.04388
H 0.49588 -2.18604 -0.68647
*
```

Calculated values
- LUMO level (spin up / spin down) (eV) = -6.08 / -5.56
- gap between HOMO and LUMO (spin up / spin down) (eV) = 6.4 / 7.2



[4]
# C3H4N5O

A gas-phase ion, C3H4N5O (charge -1) at a distorted geometry (ωB97M-V/def2-TZVPD, OMol25).

Geometry as ORCA input:
```
! RIJCOSX wB97M-V def2-TZVPD def2/J DEFGRID3
* xyz -1 1
C 0.76705 -0.58829 -3.56776
C 0.18483 0.05974 -2.36076
C 0.06560 0.09904 1.10091
N 0.92748 0.11689 -4.65211
N 1.23089 -1.82326 -3.65955
N 1.46393 -0.74019 -5.48040
N 1.62420 -1.89088 -4.95025
N 0.38950 -0.40262 -1.17659
O -0.07602 0.55433 -0.18698
H -0.07486 1.07780 -2.36731
H 0.38974 -1.01863 1.21832
H -0.85144 0.18514 1.68689
H 0.85720 0.57362 1.74633
*
```

Calculated values
- LUMO level (eV) = 3.43
- gap between HOMO and LUMO (eV) = 8.4



[5]
# C3H4NO

A molecular structure, C3H4NO at a distorted geometry (ωB97M-V/def2-TZVPD, OMol25).

Geometry as ORCA input:
```
! RIJCOSX wB97M-V def2-TZVPD def2/J DEFGRID3
* xyz -1 1
C 0.39119 0.14029 -0.18206
C 0.62357 0.68038 -1.29389
C -0.16932 0.00179 1.03773
N -0.16743 -1.43835 0.61499
O -1.31048 -1.85196 0.23477
H 0.89373 -0.03523 -2.14093
H 0.42724 1.79682 -1.52463
H 0.43006 0.10718 1.93088
H -1.11856 0.59907 1.32313
*
```

Calculated values
- LUMO level (spin up / spin down) (eV) = 4.66 / 4.66
- gap between HOMO and LUMO (spin up / spin down) (eV) = 6.3 / 6.3



[6]
# C3H4NO

2 unconnected molecules or ions with the total composition C3H4NO at a distorted geometry (ωB97M-V/def2-TZVPD, OMol25).

Geometry as ORCA input:
```
! RIJCOSX wB97M-V def2-TZVPD def2/J DEFGRID3
* xyz 1 1
C 0.67625 1.21980 0.00539
C -3.01722 0.35600 -0.12613
C 1.30900 -1.15316 0.01238
N 1.02945 0.01589 -0.00512
O -4.09512 0.07597 0.08374
H -0.10714 1.36451 -0.65842
H 1.33636 1.80953 0.64448
H 0.75703 -1.96164 0.44215
H 2.11138 -1.72691 -0.39847
*
```

Calculated values
- LUMO level (eV) = -5.90
- gap between HOMO and LUMO (eV) = 10.9



[7]
# C3H4NO2

2 unconnected molecules or ions with the total composition C3H4NO2 at a distorted geometry (ωB97M-V/def2-TZVPD, OMol25).

Geometry as ORCA input:
```
! RIJCOSX wB97M-V def2-TZVPD def2/J DEFGRID3
* xyz -1 1
C 0.34099 -1.23138 -0.97179
C -1.83557 1.30808 -0.37751
C 1.04215 -1.03395 0.09322
N -2.65639 0.75314 -1.12058
O -2.95874 1.25175 -2.30315
O -0.18965 -1.45653 -1.99654
H -1.40322 0.60387 0.41550
H -1.23925 2.21880 -0.63451
H 1.64906 -1.82987 0.51351
H 1.06285 -0.06495 0.56685
*
```

Calculated values
- LUMO level (eV) = 3.56
- gap between HOMO and LUMO (eV) = 5.6



[8]
# C3H4NO2

2 unconnected molecules or ions with the total composition C3H4NO2 at a distorted geometry (ωB97M-V/def2-TZVPD, OMol25).

Geometry as ORCA input:
```
! RIJCOSX wB97M-V def2-TZVPD def2/J DEFGRID3
* xyz 1 1
C -0.32455 0.64572 -1.93095
C -0.05154 0.09422 -0.70650
C -1.38600 1.38117 -2.31455
N 0.34012 -0.09310 0.33324
O -2.30583 1.89895 -2.68940
O 0.97804 -1.14409 2.67816
H 0.13206 0.47219 -2.88459
H 0.31279 -1.17032 3.31303
H 1.71938 -1.59721 2.93074
H 0.58553 -0.48753 1.27081
*
```

Calculated values
- LUMO level (eV) = -4.27
- gap between HOMO and LUMO (eV) = 10.9